Here is a cluster of 11 separate species, C39H81NO10 in total at a distorted geometry from the OMol25 dataset. Energies are from ωB97M-V/def2-TZVPD.

Each line ends with the Mulliken charge.
Element x y z (Å)
C 2.372 3.014 -3.038  -0.7285
C 2.481 4.453 -2.436  -0.5954
N 2.878 4.366 -1.037  0.3224
C 3.328 5.705 -0.604  -0.2706
C 4.738 5.982 -1.228  -1.3163
C 1.812 3.789 -0.191  1.0372
C 2.092 3.736 1.277  -1.6136
H 3.048 2.511 -2.282  0.0620
H 2.783 2.808 -4.055  0.4162
H 1.386 2.635 -2.912  0.0330
H 3.211 5.080 -2.975  0.3673
H 1.573 4.990 -2.570  0.4106
H 2.626 6.504 -0.993  0.2275
H 3.547 5.703 0.474  0.2795
H 5.151 6.922 -0.802  0.4057
H 5.427 5.167 -0.961  0.2682
H 4.708 6.162 -2.286  0.4070
H 1.665 2.790 -0.521  -0.6778
H 0.918 4.346 -0.432  -0.0771
H 2.835 2.996 1.415  0.2941
H 1.165 3.510 1.744  0.1994
H 2.430 4.665 1.714  0.6237
C -0.800 0.050 -5.437  -1.0005
C -1.149 0.356 -3.966  0.2267
C -0.549 -0.879 -3.193  0.6598
O 0.142 -1.670 -4.151  -0.1689
C -0.538 -1.472 -5.354  -0.5731
H 0.101 0.539 -5.693  0.2911
H -1.450 0.331 -6.246  0.4444
H -2.222 0.471 -3.904  0.2471
H -0.715 1.298 -3.644  -0.1902
H -1.408 -1.484 -2.793  0.0756
H 0.145 -0.579 -2.368  -0.7880
H -1.511 -2.014 -5.316  0.3259
H 0.020 -1.905 -6.190  0.3784
C -1.554 2.307 4.797  -0.7491
C -1.498 1.406 6.089  -0.6156
C -1.709 -0.019 5.543  -0.4261
O -1.648 0.084 4.123  -0.0721
C -1.042 1.305 3.768  0.3961
H -0.965 3.230 4.798  0.4099
H -2.584 2.525 4.537  0.3724
H -2.332 1.735 6.773  0.3161
H -0.524 1.664 6.561  0.3026
H -2.620 -0.545 5.774  0.3395
H -0.892 -0.671 5.933  0.1242
H -1.355 1.551 2.703  -0.3413
H 0.039 1.243 3.821  0.0794
C 5.220 -1.570 -1.035  0.1018
C 5.217 -2.391 0.278  -0.0424
C 6.636 -1.956 0.818  -0.5830
O 6.761 -0.581 0.484  -0.4500
C 5.952 -0.262 -0.628  -0.1320
H 4.158 -1.387 -1.379  -0.4012
H 5.733 -2.025 -1.839  0.4659
H 5.136 -3.493 0.112  0.3856
H 4.428 -2.042 0.977  -0.1278
H 7.451 -2.536 0.340  0.2778
H 6.767 -2.091 1.892  0.3484
H 6.603 0.207 -1.362  0.3351
H 5.084 0.477 -0.471  -0.0911
C -4.824 1.984 -0.640  -0.8165
C -5.097 3.429 -0.524  0.8704
C -5.486 3.866 0.849  -1.0057
O -4.974 4.205 -1.490  -0.6371
H -4.034 1.774 0.096  -0.0315
H -4.584 1.645 -1.613  0.4162
H -5.632 1.286 -0.318  0.4292
H -4.551 4.071 1.390  0.1481
H -6.157 3.113 1.301  0.3308
H -6.013 4.821 0.762  0.3686
C 2.179 -3.210 -1.975  -0.6069
C 0.914 -3.858 -2.348  0.8464
C 0.974 -4.565 -3.665  -1.5253
O -0.107 -3.828 -1.704  -0.4065
H 2.867 -4.014 -1.657  0.5066
H 2.003 -2.548 -1.110  -0.3348
H 2.518 -2.608 -2.811  0.6209
H 1.061 -3.758 -4.388  0.1798
H 0.149 -5.224 -3.839  0.2719
H 1.857 -5.150 -3.850  0.4773
C -1.362 -7.280 -0.908  -1.1573
C -2.441 -6.357 -0.582  1.1277
C -3.489 -6.158 -1.609  -1.2658
O -2.540 -5.887 0.533  -0.5669
H -0.581 -7.296 -0.197  0.3023
H -0.945 -6.996 -1.834  0.2368
H -1.746 -8.345 -1.050  0.3572
H -3.875 -7.144 -1.893  0.3933
H -3.045 -5.699 -2.500  0.2954
H -4.213 -5.473 -1.234  0.3204
C 1.967 -4.243 3.367  -1.0165
C 0.494 -3.747 3.012  0.6332
C -0.030 -4.063 1.716  0.0406
O -0.141 -3.242 3.869  -0.5429
H 1.996 -5.300 3.512  0.4268
H 2.152 -3.885 4.394  0.3264
H 2.665 -3.839 2.629  0.1035
H -0.638 -5.031 1.757  0.4490
H 0.611 -4.062 0.827  -0.1786
H -0.808 -3.321 1.504  -0.2419
C -1.519 3.409 -1.701  -0.4208
C -1.765 4.006 -0.314  0.9003
C -2.027 5.492 -0.197  -1.6260
O -1.880 3.266 0.660  -0.5326
H -1.467 4.252 -2.429  0.4544
H -2.389 2.842 -1.944  0.3619
H -0.738 2.710 -1.770  -0.3816
H -2.903 5.649 -0.791  0.4367
H -1.286 6.099 -0.647  0.4465
H -2.259 5.758 0.899  0.2288
C -0.535 -0.341 0.262  0.6368
C 0.957 -0.060 0.241  0.7956
C 1.724 -0.567 1.452  -0.3567
O 1.553 0.466 -0.695  -0.6222
H -0.965 -0.223 1.353  -1.0926
H -0.813 -1.320 -0.107  0.3211
H -1.031 0.444 -0.294  0.1886
H 1.491 -1.634 1.422  -0.1112
H 1.298 -0.030 2.336  -0.0985
H 2.811 -0.415 1.355  0.0987
C -3.585 -1.403 2.079  -0.1332
C -4.703 -0.676 2.828  0.6518
C -5.017 -1.019 4.244  -1.1646
O -5.326 0.235 2.283  -0.5785
H -2.616 -1.011 2.354  -0.1971
H -3.805 -1.234 0.955  0.2075
H -3.686 -2.438 2.363  0.4258
H -4.130 -1.178 4.824  0.0414
H -5.606 -1.952 4.134  0.3968
H -5.582 -0.235 4.618  0.3531

Results
- HOMO-LUMO gap (eV) = 8.8
- structure (SMILES) = CCN(CC)CC.C1CCOC1.C1CCOC1.C1CCOC1.CC(C)=O.CC(C)=O.CC(C)=O.CC(C)=O.CC(C)=O.CC(C)=O.CC(C)=O
- multiplicity = 1
- HOMO (eV) = -8.28